Entry 1:
Entry from the OMol25 dataset: a 2-piece molecular cluster, C5H14 overall in a non-equilibrium geometry (ωB97M-V with the def2-TZVPD basis set).

Properties
DFT total energy in eV: -5410.9633
Total charge: 0
E_LUMO in eV: 1.097
Relative energy (zero: lowest compared OMol25 entry of this formula, charge and spin) in kcal per mole: 25.1
Strongest force on any atom in eV Å⁻¹: 3.48

CARTESIAN COORDINATES (ANGSTROEM)
C 0.8581 -0.7945 -1.3951
C -0.0821 -1.9735 -1.8477
C 0.2492 0.5163 -1.9779
H 0.9932 -0.6861 -0.2630
H 1.9139 -0.9687 -1.6760
H -1.1330 -1.5947 -1.7010
H -0.5218 0.1677 -2.6928
H 0.0689 -2.8346 -1.3162
H 0.1517 -2.1669 -2.9256
H -0.1996 0.9368 -1.1147
H 0.9613 1.2288 -2.2985
C -0.2080 0.8454 1.8400
C -0.7206 1.2895 3.2244
H 0.7940 0.3203 1.8832
H -1.0386 0.2927 1.1218
H 0.0443 1.7019 1.2333
H -1.2412 0.4906 3.7540
H 0.1053 1.6912 3.7819
H -1.4784 2.1223 3.1521

Partial atomic charges computed with the Mulliken method, in multiples of e: number 1, C, carries 0.081; number 2, C, carries -1.273; number 3, C, carries -0.957; number 4, H, carries -0.016; number 5, H, carries 0.326; number 6, H, carries 0.311; number 7, H, carries 0.348; number 8, H, carries 0.431; number 9, H, carries 0.277; number 10, H, carries 0.145; number 11, H, carries 0.334; number 12, C, carries -0.596; number 13, C, carries -0.996; number 14, H, carries 0.223; number 15, H, carries 0.199; number 16, H, carries 0.288; number 17, H, carries 0.294; number 18, H, carries 0.317; number 19, H, carries 0.262

Entry 2:
Entry from the OMol25 dataset: a 2-piece molecular cluster, C5H14 overall in a non-equilibrium geometry (ωB97M-V with the def2-TZVPD basis set).

Properties
DFT total energy in eV: -5409.5026
Total charge: 0
E_LUMO in eV: 1.089
Relative energy (zero: lowest compared OMol25 entry of this formula, charge and spin) in kcal per mole: 58.7
Strongest force on any atom in eV Å⁻¹: 6.26

CARTESIAN COORDINATES (ANGSTROEM)
C -1.8094 -1.7113 -0.3013
C -2.6755 -0.7464 0.4744
H -0.8165 -1.8069 0.3180
H -2.2342 -2.6517 -0.3375
H -1.7076 -1.4187 -1.3255
H -3.6778 -1.2002 0.9580
H -2.0569 -0.2292 1.3031
H -2.8752 0.1642 -0.1236
C 1.2980 0.3650 -0.5761
C 2.3502 0.0683 0.5534
C 0.9428 1.9525 -0.2171
H 0.4655 -0.2693 -0.7598
H 2.0098 0.5185 -1.3652
H 1.7472 0.3129 1.4565
H 2.7606 -0.8487 0.5690
H 0.3108 2.2007 -1.2316
H 3.1385 1.0341 0.4853
H 1.7951 2.6416 -0.3306
H 0.5040 1.9838 0.7839

Partial atomic charges computed with the Mulliken method, in multiples of e: number 1, C, carries -0.893; number 2, C, carries -0.629; number 3, H, carries 0.178; number 4, H, carries 0.425; number 5, H, carries 0.265; number 6, H, carries 0.250; number 7, H, carries 0.185; number 8, H, carries 0.232; number 9, C, carries -0.300; number 10, C, carries -0.966; number 11, C, carries -1.057; number 12, H, carries 0.148; number 13, H, carries 0.317; number 14, H, carries 0.231; number 15, H, carries 0.406; number 16, H, carries 0.238; number 17, H, carries 0.233; number 18, H, carries 0.401; number 19, H, carries 0.337

Entry 3:
Entry from the OMol25 dataset: a 2-piece molecular cluster, C5H14 overall in a non-equilibrium geometry (ωB97M-V with the def2-TZVPD basis set).

Properties
DFT total energy in eV: -5411.6555
Total charge: 0
E_LUMO in eV: 1.091
Relative energy (zero: lowest compared OMol25 entry of this formula, charge and spin) in kcal per mole: 9.1
Strongest force on any atom in eV Å⁻¹: 1.79

CARTESIAN COORDINATES (ANGSTROEM)
C -0.0535 2.1600 -1.3836
C 1.4616 2.0444 -1.6111
H -0.3291 3.1769 -1.6479
H -0.6010 1.3811 -1.8930
H -0.2776 2.1296 -0.3152
H 1.7013 2.2910 -2.6486
H 2.0208 2.5971 -0.8747
H 1.7627 0.9942 -1.5992
C -0.6596 -0.9947 0.8147
C -0.7856 -1.2828 2.3402
C -0.0725 -2.1429 -0.0008
H -1.7008 -0.8873 0.4986
H -0.1129 -0.0704 0.7134
H -0.6208 -2.3071 2.5699
H -1.7928 -1.1061 2.7056
H -0.1684 -1.9173 -1.0615
H 0.9499 -2.3375 0.3243
H -0.0932 -0.6605 2.9012
H -0.6283 -3.0677 0.1678

Partial atomic charges computed with the Mulliken method, in multiples of e: number 1, C, carries -0.795; number 2, C, carries -0.847; number 3, H, carries 0.331; number 4, H, carries 0.254; number 5, H, carries 0.225; number 6, H, carries 0.318; number 7, H, carries 0.285; number 8, H, carries 0.244; number 9, C, carries 0.191; number 10, C, carries -1.124; number 11, C, carries -1.297; number 12, H, carries 0.235; number 13, H, carries 0.009; number 14, H, carries 0.319; number 15, H, carries 0.304; number 16, H, carries 0.323; number 17, H, carries 0.328; number 18, H, carries 0.296; number 19, H, carries 0.402

Entry 4:
Entry from the OMol25 dataset: a 2-piece molecular cluster, C5H14 overall in a non-equilibrium geometry (ωB97M-V with the def2-TZVPD basis set).

Properties
DFT total energy in eV: -5410.4633
Total charge: 0
E_LUMO in eV: 1.169
Relative energy (zero: lowest compared OMol25 entry of this formula, charge and spin) in kcal per mole: 36.6
Strongest force on any atom in eV Å⁻¹: 4.45

CARTESIAN COORDINATES (ANGSTROEM)
C 0.2100 0.3632 -1.8479
C 1.5287 0.9330 -1.5802
C -0.8631 1.1694 -1.0538
H -0.0382 0.5644 -2.8762
H 0.0697 -0.7504 -1.4772
H 1.9513 0.7132 -0.4566
H -0.9457 1.0823 0.0183
H 1.3471 1.9766 -1.6453
H 2.1823 0.4422 -2.2860
H -0.8237 2.2628 -1.2679
H -1.8500 0.9686 -1.3452
C 0.0250 -0.5745 2.2050
C -0.7600 -1.7021 1.6660
H 1.1490 -0.7222 1.9191
H -0.3724 0.4698 2.2680
H 0.1984 -0.8509 3.2326
H -1.6772 -1.9147 2.1346
H -0.2255 -2.7340 1.7645
H -1.1058 -1.6966 0.6284

Partial atomic charges computed with the Mulliken method, in multiples of e: number 1, C, carries 0.000; number 2, C, carries -0.966; number 3, C, carries -1.166; number 4, H, carries 0.273; number 5, H, carries 0.159; number 6, H, carries 0.155; number 7, H, carries 0.144; number 8, H, carries 0.315; number 9, H, carries 0.318; number 10, H, carries 0.374; number 11, H, carries 0.389; number 12, C, carries -0.756; number 13, C, carries -0.882; number 14, H, carries 0.166; number 15, H, carries 0.262; number 16, H, carries 0.374; number 17, H, carries 0.367; number 18, H, carries 0.251; number 19, H, carries 0.222

Entry 5:
Entry from the OMol25 dataset: a 2-piece molecular cluster, C5H14 overall in a non-equilibrium geometry (ωB97M-V with the def2-TZVPD basis set).

Properties
DFT total energy in eV: -5411.6403
Total charge: 0
E_LUMO in eV: 1.130
Relative energy (zero: lowest compared OMol25 entry of this formula, charge and spin) in kcal per mole: 9.4
Strongest force on any atom in eV Å⁻¹: 1.15

CARTESIAN COORDINATES (ANGSTROEM)
C 2.1873 0.4633 0.6878
C 1.9627 0.8715 2.1239
H 1.2665 0.6548 0.1286
H 2.9953 0.9936 0.1933
H 2.3491 -0.6092 0.6012
H 1.4840 1.8515 2.2443
H 2.8682 0.8162 2.7225
H 1.1837 0.2869 2.6311
C -1.9941 -0.6352 -0.8109
C -1.2185 -1.4876 -1.8240
C -1.2831 0.6351 -0.3414
H -2.9252 -0.3660 -1.3020
H -2.2508 -1.2590 0.0397
H -1.4688 -1.2269 -2.8544
H -0.7844 0.5115 0.6138
H -0.5654 1.0492 -1.0515
H -1.6416 -2.4972 -1.7960
H -0.1324 -1.4743 -1.7719
H -2.0326 1.4218 -0.2342

Partial atomic charges computed with the Mulliken method, in multiples of e: number 1, C, carries -0.310; number 2, C, carries -0.967; number 3, H, carries -0.158; number 4, H, carries 0.335; number 5, H, carries 0.231; number 6, H, carries 0.282; number 7, H, carries 0.317; number 8, H, carries 0.295; number 9, C, carries -0.224; number 10, C, carries -1.103; number 11, C, carries -0.946; number 12, H, carries 0.241; number 13, H, carries 0.332; number 14, H, carries 0.310; number 15, H, carries 0.110; number 16, H, carries 0.297; number 17, H, carries 0.310; number 18, H, carries 0.297; number 19, H, carries 0.352

Entry 6:
Entry from the OMol25 dataset: a 2-piece molecular cluster, C5H14 overall in a non-equilibrium geometry (ωB97M-V with the def2-TZVPD basis set).

Properties
DFT total energy in eV: -5410.2668
Total charge: 0
E_LUMO in eV: 1.070
Relative energy (zero: lowest compared OMol25 entry of this formula, charge and spin) in kcal per mole: 41.1
Strongest force on any atom in eV Å⁻¹: 4.90

CARTESIAN COORDINATES (ANGSTROEM)
C 1.4143 0.4068 -1.9408
C 0.5800 -0.7523 -2.6858
H 0.7031 1.2401 -1.7651
H 1.8313 0.0019 -0.9702
H 2.0814 0.8169 -2.7170
H 0.4184 -0.4904 -3.7796
H 1.0822 -1.7582 -2.5550
H -0.2693 -0.5302 -2.2153
C -0.5413 0.5087 1.1884
C -1.8471 -0.3251 1.3026
C 0.3719 0.3002 2.4343
H 0.0619 0.0080 0.3377
H -0.7359 1.5744 0.9531
H -1.9707 -1.1069 0.3573
H -2.7533 0.3423 1.3873
H 1.2752 0.8098 2.4251
H -0.3609 0.6616 3.2967
H -1.9121 -0.9632 2.1827
H 0.5709 -0.7444 2.7635

Partial atomic charges computed with the Mulliken method, in multiples of e: number 1, C, carries -0.773; number 2, C, carries -0.721; number 3, H, carries 0.237; number 4, H, carries 0.221; number 5, H, carries 0.330; number 6, H, carries 0.291; number 7, H, carries 0.252; number 8, H, carries 0.208; number 9, C, carries 0.405; number 10, C, carries -1.061; number 11, C, carries -1.286; number 12, H, carries -0.347; number 13, H, carries 0.419; number 14, H, carries 0.235; number 15, H, carries 0.255; number 16, H, carries 0.401; number 17, H, carries 0.285; number 18, H, carries 0.335; number 19, H, carries 0.313

Sequential gap between HOMO and LUMO output: 12.118 11.722 12.396 12.253 12.333 11.778 eV